1.
The following is a quantum chemistry calculation of a structure of composition C32H34N5O4PPtS, from the Open Molecules 2025 dataset.

The value obtained for the highest occupied orbital energy is -13.53 eV. Its multiplicity is 1. The LUMO energy is -0.2499 hartree. The gap between HOMO and LUMO comes out at 6.733 eV. The total energy is -2672.95850 Ha. As for the net charge: +2.

Element x y z (Å)
1 Pt -0.076 0.548 -0.067
2 O -2.780 2.459 4.137
3 C -1.511 2.541 4.567
4 C -1.206 3.084 5.815
5 C 0.101 3.181 6.244
6 C 1.148 2.736 5.437
7 C 0.861 2.202 4.204
8 C -0.463 2.090 3.740
9 C -0.681 1.512 2.419
10 O 0.424 1.375 1.680
11 N -1.882 1.139 2.015
12 N -1.843 0.636 0.744
13 C -2.862 0.202 0.100
14 C -2.569 -0.190 -1.280
15 C -3.523 -0.598 -2.191
16 C -3.149 -0.832 -3.506
17 C -1.831 -0.652 -3.887
18 C -0.905 -0.258 -2.934
19 N -1.266 -0.042 -1.672
20 H -3.376 2.825 4.802
21 H -2.013 3.434 6.448
22 H 0.308 3.603 7.218
23 H 2.170 2.803 5.782
24 H 1.664 1.840 3.576
25 H -3.844 0.219 0.555
26 H -4.550 -0.706 -1.869
27 H -3.888 -1.143 -4.232
28 H -1.510 -0.810 -4.906
29 H 0.140 -0.104 -3.166
30 O 3.870 -0.488 -0.708
31 C 2.740 -0.459 -0.319
32 O 1.941 0.587 -0.428
33 C 2.180 -1.675 0.452
34 P 0.368 -1.726 0.452
35 C -0.270 -2.405 1.975
36 C -0.167 -1.614 3.122
37 C -0.564 -2.113 4.350
38 C -1.059 -3.407 4.442
39 C -1.133 -4.209 3.311
40 C -0.734 -3.719 2.078
41 C -0.110 -2.728 -0.964
42 C -1.390 -3.280 -1.061
43 C -1.741 -4.025 -2.175
44 C -0.829 -4.210 -3.207
45 C 0.433 -3.640 -3.131
46 C 0.794 -2.898 -2.016
47 H 2.517 -1.652 1.489
48 H 2.569 -2.589 0.006
49 H 0.253 -0.619 3.065
50 H -0.482 -1.495 5.234
51 H -1.371 -3.798 5.400
52 H -1.491 -5.226 3.389
53 H -0.764 -4.370 1.215
54 H -2.111 -3.144 -0.264
55 H -2.724 -4.473 -2.231
56 H -1.102 -4.804 -4.069
57 H 1.145 -3.781 -3.932
58 H 1.786 -2.465 -1.980
59 C 1.156 7.165 -2.400
60 C 1.193 6.421 -1.078
61 N 0.466 5.150 -1.218
62 C 0.659 3.985 -0.615
63 S -0.136 2.640 -1.391
64 N 1.410 3.797 0.453
65 C 1.972 4.763 1.408
66 C 3.483 4.865 1.300
67 H 1.664 8.122 -2.300
68 H 0.129 7.370 -2.705
69 H 1.651 6.593 -3.185
70 H 0.735 7.022 -0.290
71 H 2.221 6.201 -0.798
72 H -0.233 5.135 -1.947
73 H 1.562 2.826 0.691
74 H 1.691 4.404 2.400
75 H 1.478 5.721 1.278
76 H 3.944 3.882 1.400
77 H 3.871 5.501 2.095
78 H 3.798 5.280 0.343

2.
The following is a quantum chemistry calculation of a structure of composition C32H34N7O2RuS3 at a distorted geometry, from the Open Molecules 2025 dataset.

The value obtained for the highest occupied orbital energy (alpha / beta) is -6.71 / -6.61 eV. Its multiplicity is 2. The LUMO energy (alpha / beta) is -0.0576 / -0.0603 hartree. The gap between HOMO and LUMO (alpha / beta) comes out at 5.146 / 4.970 eV. The total energy is -3062.81849 Ha.

Element x y z (Å)
1 Ru -0.070 -0.426 0.055
2 C 1.242 -2.110 2.788
3 C 0.366 -3.112 2.040
4 C 0.985 -3.491 0.704
5 N 0.759 -2.472 -0.311
6 C 1.143 -2.715 -1.553
7 C 1.817 -3.898 -1.897
8 C 2.175 -4.438 -3.136
9 C 2.097 -3.911 -4.399
10 C 1.661 -2.616 -4.737
11 C 1.132 -1.656 -3.937
12 C 0.796 -1.648 -2.527
13 N -0.480 -0.970 -2.196
14 C -1.618 -0.629 -3.013
15 C -2.830 -1.441 -2.538
16 C -2.593 -2.135 -1.195
17 N -2.175 -1.236 -0.137
18 C -2.853 -1.085 0.975
19 C -4.027 -1.807 1.313
20 C -4.980 -1.566 2.282
21 C -5.122 -0.474 3.126
22 C -4.202 0.551 3.299
23 C -2.898 0.612 2.858
24 C -2.192 -0.253 1.992
25 N -0.872 -0.338 1.962
26 C -0.083 0.006 3.140
27 C 0.469 -1.267 3.796
28 H 1.692 -1.432 2.061
29 H 2.058 -2.645 3.282
30 H -0.615 -2.685 1.831
31 H 0.220 -4.006 2.652
32 H 0.539 -4.432 0.362
33 H 2.061 -3.654 0.847
34 H 2.065 -4.536 -1.061
35 H 2.583 -5.441 -3.078
36 H 2.439 -4.539 -5.213
37 H 1.766 -2.349 -5.783
38 H 0.898 -0.711 -4.413
39 H -1.403 -0.837 -4.061
40 H -1.790 0.443 -2.912
41 H -3.069 -2.221 -3.263
42 H -3.701 -0.789 -2.456
43 H -1.812 -2.893 -1.308
44 H -3.518 -2.654 -0.954
45 H -4.201 -2.698 0.727
46 H -5.765 -2.312 2.343
47 H -6.035 -0.423 3.706
48 H -4.522 1.366 3.939
49 H -2.315 1.460 3.197
50 H -0.661 0.561 3.878
51 H 0.755 0.633 2.846
52 H -0.356 -1.841 4.232
53 H 1.123 -0.951 4.612
54 S 1.059 1.282 -2.585
55 C 0.635 -0.208 -1.915
56 N 2.283 7.554 -1.605
57 C 1.698 6.465 -0.996
58 C 0.970 5.536 -1.749
59 C 0.362 4.460 -1.138
60 C 0.473 4.304 0.236
61 C 1.166 5.230 1.004
62 C 1.774 6.306 0.394
63 S -0.234 2.896 1.029
64 O -1.579 2.693 0.566
65 O -0.020 3.050 2.448
66 N 0.592 1.600 0.458
67 C 1.911 1.379 0.572
68 S 3.199 2.534 0.829
69 C 4.344 1.234 0.717
70 C 3.708 0.066 0.494
71 N 2.343 0.148 0.428
72 H 2.436 7.507 -2.596
73 H 2.990 8.043 -1.085
74 H 0.890 5.664 -2.822
75 H -0.197 3.734 -1.717
76 H 1.214 5.086 2.075
77 H 2.319 7.030 0.988
78 H 5.399 1.415 0.830
79 H 4.183 -0.896 0.374

3.
The following is a quantum chemistry calculation of a structure of composition C32H35Cl2N2PS4W at a distorted geometry, from the Open Molecules 2025 dataset.

The value obtained for the highest occupied orbital energy (alpha / beta) is -19.20 / -19.20 eV. Its multiplicity is 1. The LUMO energy (alpha / beta) is -0.5000 / -0.4865 hartree. The gap between HOMO and LUMO (alpha / beta) comes out at 5.598 / 5.964 eV. The total energy is -4270.05896 Ha. As for the net charge: +4.

Element x y z (Å)
1 W -0.238 0.157 -0.932
2 C -3.729 1.453 -1.754
3 C -3.948 0.328 -0.763
4 S -2.586 0.090 0.435
5 C -2.765 1.517 1.560
6 C -2.146 2.817 1.088
7 S -0.436 2.546 0.517
8 C -0.259 3.934 -0.654
9 C 0.896 3.699 -1.605
10 S 0.913 2.074 -2.457
11 C -0.205 2.341 -3.877
12 C -1.663 2.538 -3.518
13 S -2.214 1.026 -2.665
14 H -3.658 2.435 -1.294
15 H -4.543 1.463 -2.482
16 H -4.036 -0.633 -1.272
17 H -4.854 0.483 -0.176
18 H -2.305 1.178 2.488
19 H -3.835 1.641 1.732
20 H -2.089 3.512 1.927
21 H -2.710 3.298 0.291
22 H -0.067 4.834 -0.068
23 H -1.210 4.056 -1.164
24 H 1.855 3.765 -1.092
25 H 0.897 4.454 -2.393
26 H -0.067 1.456 -4.499
27 H 0.187 3.200 -4.425
28 H -2.254 2.622 -4.433
29 H -1.851 3.419 -2.912
30 N 1.977 -0.721 -1.085
31 C 2.179 -1.905 -0.241
32 C 2.936 -2.979 -0.667
33 C 3.151 -4.043 0.205
34 C 2.623 -4.020 1.488
35 C 1.855 -2.940 1.910
36 C 1.624 -1.889 1.035
37 P 0.739 -0.354 1.402
38 C -0.275 -0.542 2.874
39 C -1.041 -1.694 3.084
40 C -1.798 -1.810 4.238
41 C -1.807 -0.784 5.176
42 C -1.064 0.372 4.959
43 C -0.302 0.502 3.809
44 C 2.143 0.740 1.816
45 C 2.699 1.619 0.884
46 C 3.866 2.308 1.173
47 C 4.485 2.129 2.403
48 C 3.938 1.257 3.334
49 C 2.778 0.553 3.044
50 H 2.143 -0.992 -2.051
51 H 2.706 -0.041 -0.856
52 H 3.378 -2.994 -1.658
53 H 3.748 -4.884 -0.122
54 H 2.805 -4.843 2.165
55 H 1.446 -2.921 2.912
56 H -1.025 -2.507 2.367
57 H -2.373 -2.710 4.414
58 H -2.388 -0.887 6.083
59 H -1.066 1.165 5.696
60 H 0.291 1.395 3.651
61 H 2.217 1.769 -0.074
62 H 4.301 2.982 0.445
63 H 5.397 2.665 2.632
64 H 4.422 1.118 4.292
65 H 2.380 -0.142 3.773
66 Cl -1.091 -2.526 -0.396
67 C -0.952 -3.097 -2.019
68 C -1.244 -4.364 -2.420
69 C -1.149 -4.655 -3.793
70 C -0.787 -3.692 -4.732
71 C -0.478 -2.410 -4.328
72 Cl 0.023 -1.227 -5.444
73 C -0.544 -2.070 -2.940
74 N -0.290 -0.900 -2.403
75 H -1.549 -5.133 -1.721
76 H -1.371 -5.660 -4.130
77 H -0.740 -3.943 -5.784

4.
The following is a quantum chemistry calculation of a cluster of 4 separate species, C32H35ClF10NO10PS in total, from the Open Molecules 2025 dataset.

The value obtained for the highest occupied orbital energy is -9.12 eV. Its multiplicity is 1. The LUMO energy is -0.0432 hartree. The gap between HOMO and LUMO comes out at 7.940 eV. The total energy is -4245.96515 Ha.

Element x y z (Å)
1 C 0.253 -0.265 5.928
2 C 1.548 -0.418 6.720
3 C 2.665 0.592 6.310
4 C 2.202 1.619 5.321
5 C 1.502 2.732 5.783
6 C 0.983 3.706 4.941
7 C 0.188 4.845 5.516
8 C -1.325 4.539 5.520
9 C -1.953 4.569 4.125
10 Cl -3.507 5.442 4.102
11 C 1.193 3.581 3.570
12 C 1.865 2.474 3.084
13 C 2.370 1.492 3.941
14 C 3.046 0.331 3.294
15 O 4.049 -0.197 3.706
16 C 2.394 -0.125 2.013
17 C 1.916 0.871 1.165
18 C 1.312 0.561 -0.042
19 C 1.146 -0.770 -0.400
20 P 0.320 -1.141 -1.966
21 N 1.164 -0.836 -3.249
22 C 1.601 -1.773 0.441
23 C 2.234 -1.453 1.632
24 S 2.758 -2.839 2.592
25 O 1.927 -3.946 2.266
26 O 4.168 -2.948 2.613
27 F 2.281 -2.351 4.003
28 C 2.031 2.294 1.615
29 O 2.206 3.208 0.841
30 H -0.249 0.669 6.181
31 H -0.429 -1.073 6.196
32 H 0.425 -0.330 4.857
33 H 1.348 -0.290 7.782
34 H 1.926 -1.427 6.562
35 H 3.500 0.024 5.913
36 H 3.038 1.101 7.198
37 H 1.345 2.816 6.852
38 H 0.362 5.760 4.952
39 H 0.479 4.983 6.556
40 H -1.454 3.540 5.938
41 H -1.843 5.262 6.145
42 H -1.310 5.071 3.405
43 H -2.136 3.568 3.740
44 H 0.822 4.327 2.881
45 H 0.966 1.360 -0.685
46 H -0.877 -0.408 -1.870
47 H -0.061 -2.479 -1.759
48 H 0.692 -0.153 -3.830
49 H 1.465 -2.811 0.168
50 C 2.368 -5.540 -8.445
51 C 1.303 -4.471 -8.355
52 O 0.563 -4.575 -7.121
53 C 1.113 -3.995 -6.064
54 O 2.140 -3.393 -6.015
55 C 0.178 -4.177 -4.849
56 F -0.274 -5.433 -4.771
57 F -0.882 -3.362 -4.960
58 F 0.808 -3.885 -3.719
59 H 1.926 -6.529 -8.325
60 H 2.860 -5.492 -9.416
61 H 3.122 -5.409 -7.669
62 H 0.559 -4.596 -9.138
63 H 1.725 -3.471 -8.443
64 C -6.541 0.061 5.729
65 C -6.361 0.171 4.232
66 O -5.018 0.589 3.899
67 C -4.102 -0.363 3.874
68 O -4.249 -1.528 4.090
69 C -2.743 0.244 3.467
70 F -2.511 1.396 4.114
71 F -2.734 0.500 2.152
72 F -1.753 -0.594 3.740
73 H -6.283 1.003 6.213
74 H -7.578 -0.179 5.960
75 H -5.906 -0.721 6.144
76 H -7.002 0.942 3.813
77 H -6.580 -0.769 3.728
78 C 0.372 2.804 -8.882
79 C 0.065 1.651 -7.953
80 O -0.499 0.534 -8.676
81 C 0.370 -0.261 -9.275
82 O 1.560 -0.164 -9.291
83 C -0.375 -1.432 -9.948
84 F -1.456 -1.019 -10.611
85 F -0.761 -2.309 -9.011
86 F 0.430 -2.060 -10.800
87 H -0.520 3.096 -9.436
88 H 0.723 3.660 -8.306
89 H 1.145 2.532 -9.600
90 H -0.698 1.923 -7.227
91 H 0.951 1.320 -7.413

5.
The following is a quantum chemistry calculation of a structure of composition C32H35Ge2NPdS5, from the Open Molecules 2025 dataset.

The value obtained for the highest occupied orbital energy (alpha / beta) is -4.01 / -3.77 eV. Its multiplicity is 2. The LUMO energy (alpha / beta) is 0.0851 / 0.0850 hartree. The gap between HOMO and LUMO (alpha / beta) comes out at 6.327 / 6.081 eV. The total energy is -7567.96571 Ha. As for the net charge: -1.

Element x y z (Å)
1 Pd 0.223 -0.133 -0.092
2 C 1.744 -6.321 2.725
3 C 2.081 -5.589 1.420
4 C 3.181 -6.355 0.670
5 C 0.829 -5.563 0.542
6 C 2.572 -4.181 1.739
7 C 3.751 -4.001 2.489
8 C 4.270 -2.750 2.760
9 C 3.587 -1.638 2.280
10 S 3.993 0.053 2.363
11 C 2.574 0.421 1.434
12 N 1.841 -0.618 1.147
13 C 2.404 -1.801 1.566
14 C 1.898 -3.065 1.288
15 C 2.130 1.733 1.002
16 C 2.820 2.909 1.288
17 C 2.301 4.117 0.870
18 C 1.101 4.138 0.160
19 C 0.425 2.965 -0.135
20 C 0.926 1.735 0.282
21 H 1.373 -7.326 2.508
22 H 0.974 -5.779 3.282
23 H 2.621 -6.417 3.368
24 H 2.838 -7.365 0.432
25 H 4.092 -6.440 1.264
26 H 3.433 -5.848 -0.263
27 H 0.506 -6.587 0.341
28 H 1.019 -5.076 -0.416
29 H 0.001 -5.037 1.030
30 H 4.282 -4.869 2.860
31 H 5.188 -2.643 3.323
32 H 0.990 -3.126 0.703
33 H 3.756 2.875 1.837
34 H 2.820 5.040 1.092
35 H 0.690 5.087 -0.167
36 H -0.505 3.007 -0.690
37 S 3.618 0.039 -1.557
38 S 1.747 -0.239 -2.078
39 S -1.601 -0.164 -1.488
40 S -1.004 -2.036 -0.944
41 C -4.440 0.168 3.294
42 Ge -3.625 -0.045 1.504
43 C -4.473 1.289 0.332
44 C -4.157 -1.832 0.899
45 Ge -1.221 0.173 1.854
46 C -0.840 -1.317 3.108
47 C -1.039 -2.627 2.660
48 C -0.875 -3.711 3.510
49 C -0.496 -3.512 4.831
50 C -0.293 -2.218 5.293
51 C -0.469 -1.134 4.440
52 C -0.982 1.830 2.917
53 C 0.177 2.095 3.648
54 C 0.327 3.271 4.369
55 C -0.684 4.222 4.370
56 C -1.840 3.986 3.643
57 C -1.981 2.803 2.927
58 H -5.523 0.030 3.230
59 H -4.237 1.153 3.714
60 H -4.036 -0.583 3.976
61 H -5.492 0.965 0.107
62 H -3.923 1.379 -0.604
63 H -4.528 2.269 0.808
64 H -5.236 -1.837 0.720
65 H -3.930 -2.573 1.666
66 H -3.635 -2.103 -0.015
67 H -1.315 -2.796 1.624
68 H -1.047 -4.717 3.140
69 H -0.363 -4.357 5.496
70 H 0.001 -2.049 6.322
71 H -0.331 -0.134 4.834
72 H 0.991 1.377 3.650
73 H 1.243 3.449 4.921
74 H -0.567 5.143 4.928
75 H -2.633 4.723 3.626
76 H -2.888 2.647 2.358

6.
The following is a quantum chemistry calculation of a structure of composition C32H35LiN10O4S2 at a distorted geometry, from the Open Molecules 2025 dataset.

The value obtained for the highest occupied orbital energy is -7.69 eV. Its multiplicity is 1. The LUMO energy is 0.0050 hartree. The gap between HOMO and LUMO comes out at 7.828 eV. The total energy is -2893.03456 Ha.

Element x y z (Å)
1 Li 1.168 -0.193 -1.416
2 N 1.112 -2.219 2.775
3 C 1.196 -1.462 3.962
4 C 0.670 -1.990 5.150
5 C 0.753 -1.267 6.350
6 C 1.252 0.007 6.294
7 C 1.652 0.585 5.097
8 C 1.641 -0.162 3.887
9 S 2.166 0.450 2.312
10 N 1.056 -0.340 1.300
11 C 0.723 -1.547 1.600
12 C -0.186 -2.226 0.648
13 C -1.011 -3.273 1.012
14 C -1.812 -3.940 0.080
15 C -1.892 -3.411 -1.208
16 C -1.097 -2.305 -1.458
17 N -0.259 -1.729 -0.587
18 H 0.734 -3.145 2.895
19 H 0.125 -2.921 5.105
20 H 0.472 -1.702 7.274
21 H 1.270 0.727 7.112
22 H 1.876 1.640 5.109
23 H -1.018 -3.650 2.000
24 H -2.423 -4.789 0.367
25 H -2.510 -3.912 -1.951
26 H -1.037 -1.867 -2.442
27 C 6.002 1.214 -2.497
28 N 5.135 0.685 -1.472
29 C 5.174 -0.734 -1.019
30 C 3.719 -0.996 -0.651
31 O 3.228 -2.002 -0.192
32 N 3.036 0.167 -0.896
33 C 3.832 0.990 -1.517
34 N 3.416 2.095 -2.161
35 H 7.045 0.937 -2.386
36 H 6.015 2.297 -2.459
37 H 5.635 0.899 -3.505
38 H 5.882 -0.816 -0.209
39 H 5.505 -1.388 -1.871
40 H 2.421 2.122 -2.299
41 H 3.954 2.469 -2.899
42 C -1.109 0.432 -6.105
43 N 0.205 0.112 -5.529
44 C 1.313 -0.192 -6.277
45 C 2.493 -0.501 -5.715
46 C 2.591 -0.513 -4.256
47 O 3.697 -0.548 -3.687
48 N 1.402 -0.369 -3.544
49 C 0.264 -0.086 -4.134
50 O -0.829 0.070 -3.588
51 H -0.908 0.699 -7.128
52 H -1.514 1.271 -5.529
53 H -1.776 -0.448 -6.056
54 H 1.235 -0.207 -7.354
55 H 3.314 -0.694 -6.365
56 C -1.951 1.440 3.838
57 C -1.746 2.719 3.088
58 C -0.855 2.622 1.860
59 N -1.640 1.914 0.833
60 C -1.179 1.662 -0.392
61 S 0.320 2.213 -0.873
62 N -2.008 0.999 -1.310
63 C -3.275 0.452 -1.194
64 O -3.695 -0.253 -2.097
65 C -4.055 0.530 0.076
66 C -4.793 1.680 0.356
67 C -5.583 1.716 1.486
68 C -5.597 0.622 2.330
69 C -4.824 -0.502 2.081
70 C -4.087 -0.597 0.872
71 H -2.457 1.551 4.778
72 H -1.032 0.887 4.041
73 H -2.530 0.774 3.209
74 H -1.210 3.407 3.801
75 H -2.689 3.203 2.793
76 H 0.077 2.083 2.082
77 H -0.586 3.620 1.471
78 H -2.447 1.451 1.174
79 H -1.580 0.670 -2.177
80 H -4.833 2.460 -0.410
81 H -6.198 2.528 1.770
82 H -6.139 0.695 3.252
83 H -4.880 -1.383 2.705
84 H -3.525 -1.487 0.589